No. 1
Molecular formula: C31H21Br3N4O5S3W
Method: DFT, ωB97M-V with the def2-TZVPD basis set

Structure (XYZ):
```
68
Properties=species:S:1:pos:R:3:forces:R:3:nbo_charge:R:1
W 0.3107 0.4511 -0.1539 0.19 -0.37 -0.54 2.15
O -0.9385 1.8898 2.1938 0.03 0.13 0.13 -0.72
C -2.0098 1.3229 2.8592 -0.01 0.05 0.00 0.41
C -2.5594 1.9323 3.9749 0.01 0.03 -0.04 -0.30
C -3.6030 1.3250 4.6542 -0.01 -0.01 0.01 -0.14
C -4.1107 0.1038 4.2299 0.03 0.02 -0.01 -0.22
C -3.5623 -0.5066 3.1188 0.01 0.05 -0.02 -0.12
C -2.5182 0.0982 2.4176 -0.21 -0.29 0.13 -0.23
C -1.8823 -0.5874 1.2964 0.13 0.18 -0.19 0.55
O -1.5413 0.2714 0.2634 0.45 0.02 0.18 -0.74
N -1.5227 -1.8009 1.2372 -0.08 0.06 0.20 -0.30
N -0.6801 -2.0223 0.1461 -0.01 -0.05 -0.06 -0.43
C -0.5066 -3.2847 -0.0878 -0.09 -0.12 0.07 -0.05
S 0.4382 -3.8552 -1.4344 0.03 0.06 -0.01 0.33
C 0.4910 -5.5789 -0.8699 -0.01 -0.05 0.03 -0.52
C -0.8335 -5.8914 -0.2055 0.07 -0.02 -0.04 -0.55
S -1.2542 -4.5170 0.8963 -0.01 0.06 0.00 0.39
H -0.5658 2.5962 2.7393 -0.11 -0.12 0.00 0.50
H -2.1648 2.8820 4.3167 0.02 0.01 0.02 0.23
H -4.0177 1.8100 5.5272 -0.01 0.01 0.00 0.24
H -4.9232 -0.3665 4.7644 0.00 0.00 0.00 0.24
H -3.9373 -1.4604 2.7734 0.02 -0.02 -0.01 0.23
H 1.3234 -5.6934 -0.1766 -0.01 0.02 -0.01 0.24
H 0.6653 -6.2052 -1.7439 -0.01 0.03 0.00 0.26
H -0.7618 -6.7905 0.4056 -0.01 0.01 0.00 0.26
H -1.6281 -6.0245 -0.9386 -0.01 0.03 0.02 0.24
Br 4.0852 3.7625 0.5078 0.04 -0.05 0.01 0.19
C 2.3735 4.1300 -0.1187 -0.24 0.08 0.00 -0.10
C 2.0136 5.4549 -0.4849 0.04 -0.01 0.02 -0.24
C 0.7643 5.7613 -0.9481 -0.01 -0.05 0.01 -0.07
Br 0.3515 7.5299 -1.4099 0.01 0.01 0.01 0.17
C -0.2313 4.7464 -1.0904 0.10 -0.15 0.06 -0.05
C -1.5442 4.8995 -1.5567 0.00 0.01 -0.01 -0.06
C -2.3652 3.7949 -1.6340 -0.01 -0.03 0.01 -0.26
C -1.8906 2.5380 -1.2659 0.09 0.07 0.00 0.13
N -0.6443 2.3531 -0.8338 -0.25 0.31 -0.09 -0.51
C 0.1524 3.4468 -0.7287 0.12 -0.02 0.06 0.12
C 1.4276 3.1490 -0.2362 -0.06 -0.04 -0.05 0.26
O 1.5898 1.8356 0.0256 0.04 0.19 0.02 -0.63
H 2.7575 6.2335 -0.3869 0.00 0.00 0.00 0.27
H -1.9017 5.8784 -1.8476 -0.02 0.00 0.00 0.26
H -3.3856 3.8867 -1.9752 -0.01 0.00 -0.01 0.26
H -2.5320 1.6708 -1.3142 0.01 -0.05 0.02 0.24
O 1.6814 -0.8695 3.3935 0.13 -0.05 -0.01 -0.44
C 1.8826 -0.9136 2.2366 -0.44 0.21 -0.33 0.82
O 0.9480 -0.2079 1.3822 0.10 0.00 0.28 -0.66
C 2.9282 -1.5711 1.4502 0.06 -0.03 0.15 -0.27
C 3.8834 -2.2405 2.2273 -0.01 0.02 -0.07 -0.11
C 4.9344 -2.9130 1.6389 -0.04 0.03 0.00 -0.21
C 5.0331 -2.9275 0.2546 0.01 -0.01 0.03 -0.13
C 4.0924 -2.2767 -0.5248 -0.01 0.01 -0.03 -0.26
C 3.0281 -1.5831 0.0519 0.19 -0.10 0.02 -0.03
S 1.9590 -0.8898 -1.1804 -0.12 -0.06 0.16 0.08
H 3.7785 -2.2093 3.3031 -0.02 0.00 0.01 0.25
H 5.6698 -3.4157 2.2502 0.00 -0.01 0.01 0.25
H 5.8492 -3.4496 -0.2260 0.01 0.00 -0.02 0.24
H 4.1876 -2.3042 -1.6027 -0.03 0.02 -0.02 0.24
Br 1.6301 1.8202 -3.3184 0.08 0.06 0.23 0.19
C 0.2559 0.5511 -3.4081 -0.04 0.00 -0.29 0.17
C -0.1198 0.1701 -4.6879 -0.01 0.01 0.02 -0.26
C -1.1736 -0.7050 -4.8576 0.03 0.02 0.06 -0.09
C -1.8339 -1.1620 -3.7276 0.03 0.03 0.04 -0.23
C -1.3918 -0.7610 -2.4894 0.02 -0.04 0.09 0.06
N -0.3400 0.0782 -2.2999 -0.23 -0.09 -0.25 -0.56
H 0.4153 0.5776 -5.5324 0.00 0.01 0.00 0.26
H -1.4742 -1.0116 -5.8501 -0.02 0.00 0.00 0.26
H -2.6792 -1.8311 -3.7919 0.00 -0.01 0.01 0.26
H -1.8725 -1.1238 -1.5970 0.03 0.03 0.02 0.25
```
Positions in Å, forces in eV/Å.

The charge is +2. The maximum force comes out at 0.01329 hartree/bohr. The value obtained for the LUMO energy is -0.27836 Ha. The value obtained for the relative energy (zero: lowest compared OMol25 entry of this formula, charge and spin) is 126.90 kJ/mol. Its spin multiplicity is 1. The energy comes out at -293132.714 eV.

---

No. 2
Molecular formula: C4H6Cl2O2S
Method: DFT, ωB97M-V with the def2-TZVPD basis set

Structure (XYZ):
```
15
Properties=species:S:1:pos:R:3:forces:R:3:nbo_charge:R:1
C 1.6470 0.1666 0.1044 -0.46 -1.22 0.02 -0.49
C 0.4354 0.6944 -0.6891 -0.04 1.13 -1.61 -0.70
C 1.5089 -1.3862 0.1825 0.28 1.93 -0.28 -0.21
C -1.9199 -0.6931 0.2529 -0.05 1.84 -1.17 -0.54
O -1.7174 2.0253 -0.1409 -0.24 -0.56 -0.17 -0.93
O -0.5841 0.9113 1.7214 0.69 0.20 2.29 -0.96
S -0.9943 0.8906 0.3751 -1.43 0.30 -1.96 2.14
Cl 0.0239 -1.7968 0.8923 1.47 -1.46 -0.14 0.20
Cl -2.8507 -0.9482 -1.1794 0.35 -0.03 0.23 0.04
H 2.5129 0.5016 -0.4353 0.67 -0.40 -0.34 0.23
H 1.7255 0.6627 1.0916 -0.41 -0.45 -0.40 0.26
H 0.7015 1.7881 -1.0963 -0.98 -2.44 0.80 0.28
H 0.0443 0.0042 -1.5579 1.09 1.38 1.45 0.26
H 1.9125 -1.9406 -0.6827 -0.63 -0.08 0.67 0.20
H -2.4454 -0.8798 1.1614 -0.30 -0.14 0.59 0.22
```
Positions in Å, forces in eV/Å.

The maximum force comes out at 0.05353 hartree/bohr. The value obtained for the LUMO energy (alpha / beta) is -0.02576 / -0.02269 Ha. The value obtained for the relative energy (zero: lowest compared OMol25 entry of this formula, charge and spin) is 217.35 kJ/mol. Its spin multiplicity is 1. The energy comes out at -44215.253 eV.

---

No. 3
Molecular formula: C3H6FNS
Method: DFT, ωB97M-V with the def2-TZVPD basis set

Structure (XYZ):
```
12
Properties=species:S:1:pos:R:3:forces:R:3:nbo_charge:R:1
C -1.5278 -2.1485 -0.4642 -0.18 0.09 -1.31 -0.07
N -0.8630 -1.0872 -0.4113 1.51 0.87 0.21 -0.55
S -0.2130 -0.6799 1.1039 -0.45 -0.11 1.18 0.39
C 0.9891 0.6195 0.8156 1.36 0.48 -1.79 -0.60
C 0.5204 1.5825 -0.2631 -0.75 0.09 0.11 0.04
F 1.5791 2.3416 -0.7659 -0.09 -0.11 0.39 -0.37
H -1.8049 -2.7555 0.3605 -0.13 -0.66 0.87 0.16
H -1.7892 -2.4533 -1.4707 -0.48 -0.15 0.03 0.18
H 1.9141 0.2537 0.3230 -0.30 -0.43 0.70 0.22
H 1.3023 1.1126 1.7475 -0.56 -0.36 -0.10 0.24
H 0.1577 0.9544 -1.0801 -0.16 0.40 -0.01 0.19
H -0.2649 2.2602 0.1047 0.25 -0.10 -0.27 0.17
```
Positions in Å, forces in eV/Å.

The maximum force comes out at 0.04467 hartree/bohr. The value obtained for the LUMO energy is 0.03271 Ha. The value obtained for the relative energy (zero: lowest compared OMol25 entry of this formula, charge and spin) is 162.89 kJ/mol. Its spin multiplicity is 1. The energy comes out at -18249.644 eV. The structure (SMILES) is C=NSCCF.

---

No. 4
Molecular formula: C4H8NO
Method: DFT, ωB97M-V with the def2-TZVPD basis set

Structure (XYZ):
```
14
Properties=species:S:1:pos:R:3:forces:R:3:nbo_charge:R:1
C -1.7145 -0.2475 0.1313 1.51 -0.18 0.41 -0.41
N -0.2832 0.1675 0.5644 1.11 -2.02 1.04 -0.59
C 1.0541 0.1091 -0.5338 0.20 1.07 0.87 -0.12
C 1.9273 1.2588 -0.4211 2.34 -0.15 -0.48 -0.25
C 2.4974 0.1023 -0.0917 -2.56 -1.02 0.47 0.40
O 3.3810 -0.7764 0.3831 -0.03 1.93 -0.38 -0.60
H -1.6185 -0.4343 -0.8940 0.00 -0.42 -1.64 0.22
H -2.2797 0.6446 0.2140 -0.89 0.52 0.40 0.23
H -2.1824 -1.1451 0.5779 0.74 0.74 0.36 0.25
H -0.3369 1.1374 0.9044 0.36 -0.61 0.06 0.43
H 0.1245 -0.4718 1.3303 -1.25 1.52 -1.11 0.44
H 0.6858 -0.2752 -1.4545 -0.62 -0.48 -0.46 0.21
H 2.1998 2.2530 -0.8250 -0.62 -0.68 0.60 0.28
H 3.1784 -1.6814 0.1345 -0.30 -0.24 -0.15 0.52
```
Positions in Å, forces in eV/Å.

The charge is +1. The maximum force comes out at 0.05428 hartree/bohr. The value obtained for the LUMO energy is -0.12257 Ha. The value obtained for the relative energy (zero: lowest compared OMol25 entry of this formula, charge and spin) is 292.84 kJ/mol. Its spin multiplicity is 1. The energy comes out at -7805.068 eV. The structure (SMILES) is C[NH2+][C@H]1C=C1O.

---

No. 5
Molecular formula: C12H11FO2
Method: DFT, ωB97M-V with the def2-TZVPD basis set

Structure (XYZ):
```
26
Properties=species:S:1:pos:R:3:forces:R:3:nbo_charge:R:1
C -2.7238 0.1159 0.9707 -0.56 -1.21 -0.12 -0.30
C -1.8686 0.8537 0.2565 -1.02 -0.69 1.33 -0.11
C -2.0546 2.2772 0.1595 -1.59 0.72 1.66 -0.17
C -1.2753 3.0396 -0.5828 1.36 -0.66 0.28 -0.21
C -0.1148 2.4936 -1.2683 -0.27 -0.50 -1.60 -0.22
C 0.0805 1.1646 -1.2875 -1.17 -0.95 0.67 -0.17
C -0.7761 0.2409 -0.3803 3.57 2.20 -3.25 0.00
C -0.3163 -0.9935 -0.2819 -0.10 -0.66 0.71 -0.10
C -0.6025 -2.0671 0.7050 -1.35 -1.22 -1.58 -0.44
C 0.8064 -2.5504 0.6194 2.10 -2.02 -0.61 -0.50
C 0.9281 -1.6927 -0.6573 0.63 0.32 0.66 0.60
O 1.7218 -1.6158 -1.5537 0.12 -0.15 -0.35 -0.55
H -3.6470 0.5676 1.1906 -0.99 0.64 0.94 0.19
H -2.6931 -0.9670 1.1804 0.13 0.94 -0.52 0.20
H -2.7930 2.7319 0.9007 0.79 -0.63 -1.45 0.22
H -1.3776 4.0713 -0.5527 -0.31 1.80 -0.06 0.21
H 0.4422 3.1367 -1.9733 -0.20 -0.35 0.66 0.22
H 0.7498 0.6486 -1.9802 0.13 0.36 0.50 0.23
H -1.1118 -2.8083 0.1175 -1.48 -0.51 0.23 0.22
H -1.1050 -1.7850 1.5909 -0.05 -0.17 1.14 0.22
H 1.2176 -3.6498 0.5879 -1.41 1.89 0.01 0.23
H 1.2873 -2.0710 1.4225 1.37 0.61 0.74 0.24
O 4.9824 0.2442 0.3632 -2.19 -1.54 -0.25 -0.52
C 3.9277 -0.2865 0.1414 0.72 1.73 -0.66 0.72
F 3.0087 -0.6171 1.0597 0.43 -0.04 1.67 -0.36
H 3.3071 -0.4816 -0.7478 1.35 0.06 -0.74 0.15
```
Positions in Å, forces in eV/Å.

The maximum force comes out at 0.10325 hartree/bohr. The value obtained for the LUMO energy is -0.03389 Ha. The value obtained for the relative energy (zero: lowest compared OMol25 entry of this formula, charge and spin) is 150.61 kJ/mol. Its spin multiplicity is 1. The energy comes out at -19430.947 eV. The structure (SMILES) is C=c1cccc/c1=C1/CCC1=O.O=CF.

---

No. 6
Molecular formula: C9H22F6NO9S2V
Method: DFT, ωB97M-V with the def2-TZVPD basis set

Structure (XYZ):
```
50
Properties=species:S:1:pos:R:3:forces:R:3:mulliken_spin:R:1
V -21.3281 -10.9166 -4.4965 1.59 0.54 0.98 2.85
C -20.1284 -8.3081 -3.1999 -0.68 0.09 -0.23 0.01
O -20.0207 -9.2835 -4.1229 -0.77 -0.65 -0.33 0.01
H -19.2814 -7.5973 -3.2596 0.03 -0.06 0.35 0.00
H -21.0399 -7.6434 -3.3295 0.12 -0.09 0.09 0.00
H -20.2214 -8.7042 -2.1553 0.23 0.28 0.10 0.00
C -21.3926 -8.0516 -7.5938 -0.66 -0.42 -0.36 0.01
F -21.3235 -7.4502 -6.4236 0.04 0.22 0.31 0.00
F -22.6949 -8.0874 -7.9683 0.56 0.11 0.15 0.00
F -20.7260 -7.3360 -8.4940 0.12 0.25 -0.18 0.00
S -20.6320 -9.7386 -7.5202 -0.28 -0.39 0.12 0.02
O -20.5911 -10.2341 -8.8652 -0.32 0.16 0.22 0.00
O -19.4179 -9.5389 -6.8352 0.44 0.09 0.35 0.01
N -21.7536 -10.5221 -6.5407 0.27 0.24 -2.40 0.02
S -22.9362 -11.2334 -7.3763 -0.81 -0.06 0.25 0.01
O -24.0253 -11.4736 -6.4630 0.24 -0.08 0.14 0.01
O -23.2800 -10.6863 -8.6548 0.21 0.03 0.20 0.00
C -22.3601 -12.9354 -7.8391 0.22 0.04 0.06 0.00
F -21.8273 -13.6211 -6.8206 -0.13 -0.02 0.18 0.00
F -23.4087 -13.6296 -8.2972 -0.13 -0.02 0.04 0.00
F -21.4505 -12.8794 -8.7942 0.18 -0.04 -0.27 0.00
O -19.6832 -12.0708 -4.8862 -0.51 -0.34 0.40 0.02
H -19.5061 -12.6616 -5.6222 -0.17 0.16 -0.02 0.01
C -25.1334 -8.3722 -4.1169 0.11 -0.42 -0.21 0.00
C -23.7518 -8.7575 -4.6447 0.05 0.07 0.93 0.02
O -23.1245 -9.7577 -3.7916 -0.60 0.22 -0.32 -0.04
H -25.0730 -7.7310 -3.2355 -0.02 0.13 -0.11 0.00
H -25.7082 -9.2594 -3.8387 0.14 -0.08 -0.06 0.00
H -25.6978 -7.8924 -4.9190 0.05 0.27 0.17 0.00
H -23.0766 -7.8997 -4.6290 -0.11 0.05 -0.39 -0.01
H -23.8197 -9.1891 -5.6308 0.07 -0.07 -0.08 0.01
H -23.0091 -9.3301 -2.9365 0.32 -0.06 0.00 0.01
C -20.7012 -13.0512 -0.7066 0.39 -0.38 0.13 0.00
C -20.2154 -12.1365 -1.8198 -0.27 0.72 0.65 0.01
O -21.2397 -11.1792 -2.1790 -0.14 -0.67 -0.36 0.00
H -21.3523 -13.8248 -1.1169 -0.19 0.10 0.20 0.00
H -21.1901 -12.5266 0.1210 -0.24 0.18 -0.29 0.00
H -19.8681 -13.5567 -0.2026 0.07 -0.03 -0.36 0.00
H -19.9911 -12.6601 -2.7472 0.18 0.03 -0.04 0.00
H -19.3487 -11.5499 -1.5049 0.15 -0.20 -0.09 0.00
H -21.5849 -10.7363 -1.4015 0.23 0.05 0.04 0.00
C -24.7880 -13.7071 -4.3077 -0.09 -0.14 -0.26 0.00
C -23.7500 -12.9577 -3.4849 -0.58 -0.13 0.23 0.02
O -22.5169 -12.8043 -4.1844 -0.56 -0.02 0.44 -0.03
H -24.4837 -14.7454 -4.4909 0.04 0.10 0.05 0.00
H -24.9519 -13.2290 -5.2738 0.16 0.06 0.07 0.00
H -25.7586 -13.7448 -3.8058 0.12 0.02 0.19 0.00
H -23.6039 -13.4774 -2.5253 0.26 -0.02 -0.16 0.00
H -24.1265 -11.9713 -3.2209 0.23 0.15 -0.28 0.00
H -22.3260 -13.6448 -4.6046 0.42 0.03 -0.27 0.01
```
Positions in Å, forces in eV/Å.

The charge is -1. The maximum force comes out at 0.04720 hartree/bohr. The value obtained for the LUMO energy (alpha / beta) is 0.08427 / 0.08406 Ha. The value obtained for the relative energy (zero: lowest compared OMol25 entry of this formula, charge and spin) is 0.00 kJ/mol. Its spin multiplicity is 4. The energy comes out at -93271.325 eV. As for the expectation value of S²: 3.75.

---

No. 7
Molecular formula: C2H8O3Si2
Method: DFT, ωB97M-V with the def2-TZVPD basis set

Structure (XYZ):
```
15
Properties=species:S:1:pos:R:3:forces:R:3:nbo_charge:R:1
C 0.6355 -2.4276 0.2543 0.76 0.85 0.09 -0.31
C 1.2586 -1.3710 -0.2734 -1.39 1.68 1.16 -0.69
Si 0.9924 0.4857 0.0766 -5.82 -1.13 -1.41 2.30
O 1.7648 0.9675 1.3030 2.25 1.35 3.22 -1.14
O 1.3874 1.3210 -1.2204 1.94 0.74 2.27 -1.11
O -0.8951 0.9612 0.4662 4.35 -0.51 -0.53 -1.31
Si -2.4253 1.0552 -0.0111 -0.69 0.90 0.26 1.28
H 1.1094 -3.3617 0.1128 0.04 -1.19 -0.42 0.19
H -0.2003 -2.4371 0.9448 -0.01 0.47 -0.14 0.21
H 2.0937 -1.4526 -0.9385 0.52 -0.61 -0.24 0.22
H 2.1313 1.7449 1.7636 -0.68 -0.80 -0.82 0.55
H 1.0149 1.3313 -2.0432 -1.56 -0.08 -3.01 0.51
H -2.5221 0.7654 -1.4388 -0.17 -0.10 -0.48 -0.24
H -3.0504 0.0362 0.8035 -0.76 -0.46 0.15 -0.24
H -3.2947 2.3817 0.2008 1.22 -1.11 -0.10 -0.22
```
Positions in Å, forces in eV/Å.

The maximum force comes out at 0.11852 hartree/bohr. The value obtained for the LUMO energy is 0.01716 Ha. Its spin multiplicity is 1. The energy comes out at -24103.958 eV. The structure (SMILES) is C=C[Si](O)(O)O[SiH3].